(1)
Computed, not measured: a structure of composition C6H17F9HfO15S3 in a non-equilibrium geometry, with ωB97M-V with the def2-TZVPD basis set.

Atoms and positions in Å:
Hf -0.587 0.199 0.133
C -1.341 -1.647 -4.051
F -0.906 -0.395 -4.251
F -2.149 -1.993 -5.040
F -0.284 -2.453 -4.011
S -2.310 -1.679 -2.445
O -3.620 -1.308 -2.892
O -2.112 -2.969 -1.848
O -1.732 -0.586 -1.616
C 2.666 -2.438 2.186
F 3.906 -2.788 2.480
F 2.218 -3.159 1.134
F 1.870 -2.730 3.209
S 2.653 -0.635 1.758
O 3.515 -0.552 0.610
O 1.239 -0.375 1.409
O 3.053 0.032 2.959
C -2.559 1.249 4.364
F -3.265 0.795 5.372
F -3.377 1.648 3.386
F -1.845 2.307 4.766
S -1.398 -0.053 3.721
O -2.271 -1.211 3.582
O -1.056 0.423 2.369
O -0.321 -0.200 4.634
C 2.234 2.801 -2.004
C 1.622 1.453 -2.379
C 2.730 0.438 -2.731
O 0.791 1.022 -1.362
H 1.472 3.509 -1.674
H 2.827 3.231 -2.814
H 2.940 2.634 -1.180
H 1.088 1.606 -3.333
H 2.419 -0.292 -3.482
H 2.856 -0.211 -1.854
H 3.665 0.951 -2.930
O -1.238 -1.859 1.115
H -1.066 -2.782 0.896
H -1.622 -1.850 2.031
O -1.789 2.113 -0.787
H -1.813 2.355 -1.723
H -2.015 2.910 -0.292
O 0.313 2.130 1.056
H 0.969 2.718 0.656
H 0.392 2.220 2.018
O 0.775 -1.563 -0.787
H 0.927 -2.509 -0.683
H 1.455 -1.236 -1.393
O -2.925 0.277 0.621
H -3.545 0.984 0.416
H -3.453 -0.532 0.682

Forces on atoms 1 to 2 (eV/Å):
3.27 -0.55 -1.71
-0.09 0.44 0.86

Results
Highest occupied orbital energy: -9.99 eV
Total energy: -95485.9017 eV
LUMO energy: -0.958 eV
Energy relative to the best compared isomer or geometry (same formula, charge and spin): 0.000 eV
Charge: 0

natural (NBO) atomic charge list, values in e, 5 entries:
1 Hf 2.55
2 C 0.72
3 F -0.32
4 F -0.30
5 F -0.31

***

(2)
Computed, not measured: the ion C5H13NOS with charge -1 in a non-equilibrium geometry, with ωB97M-V with the def2-TZVPD basis set.

Atoms and positions in Å:
C -0.519 -0.538 -1.367
N -1.489 -1.215 -0.507
C -2.376 -0.448 0.333
O -3.739 -0.632 -0.071
C 0.837 -0.240 -0.715
C 0.821 0.981 0.241
C 1.948 1.035 1.255
S 3.514 0.565 0.418
H -0.312 -1.212 -2.196
H -0.986 0.347 -1.797
H -1.085 -2.030 -0.075
H -2.264 -0.777 1.324
H -2.173 0.576 0.209
H -3.677 -1.055 -0.944
H 1.140 -1.107 -0.166
H 1.567 -0.029 -1.492
H 0.774 1.885 -0.378
H -0.177 0.982 0.700
H 2.137 2.077 1.522
H 1.779 0.482 2.176
H 4.280 0.354 1.531

Forces on atoms 1 to 2 (eV/Å):
0.40 -0.40 0.18
-0.17 0.36 -0.26

Results
Highest occupied orbital energy (spin up / spin down): 0.95 / -5.13 eV
Total energy: -19766.9302 eV
LUMO energy (spin up / spin down): 2.868 / 2.838 eV
Energy relative to the best compared isomer or geometry (same formula, charge and spin): 1.284 eV
2S+1: 2
Charge: -1

natural (NBO) atomic charge list, values in e, 5 entries:
1 C -0.21
2 N -0.67
3 C 0.08
4 O -0.75
5 C -0.45

***

(3)
Computed, not measured: the molecule C22H30N4O, with ωB97M-V with the def2-TZVPD basis set.

Atoms and positions in Å:
C 0.617 4.074 -0.677
C 1.493 2.933 -1.179
C 2.589 2.546 -0.184
C 2.080 1.686 0.978
N 1.663 0.370 0.560
C 2.395 -0.753 0.265
C 3.878 -0.952 0.245
C 4.416 -0.760 -1.183
C 5.870 -1.213 -1.258
C 6.727 -0.459 -0.245
C 6.171 -0.637 1.165
C 4.725 -0.147 1.228
N 1.646 -1.769 -0.081
C 0.354 -1.339 -0.031
C -0.823 -2.018 -0.302
C -2.009 -1.317 -0.159
N -3.229 -1.898 -0.406
C -4.442 -1.266 -0.287
O -5.475 -1.868 -0.529
C -4.331 0.145 0.142
C -5.581 0.962 0.305
C -6.323 1.068 -1.028
C -6.483 0.348 1.378
N -3.206 0.718 0.383
C -2.027 0.043 0.252
C -0.838 0.720 0.527
C 0.340 0.023 0.377
H -0.158 4.301 -1.404
H 0.131 3.821 0.262
H 1.214 4.970 -0.520
H 0.875 2.059 -1.396
H 1.963 3.241 -2.115
H 3.040 3.451 0.229
H 3.370 1.995 -0.710
H 1.215 2.167 1.440
H 2.853 1.595 1.743
H 4.002 -2.015 0.485
H 4.347 0.292 -1.471
H 3.805 -1.340 -1.875
H 6.255 -1.048 -2.266
H 5.923 -2.284 -1.050
H 6.738 0.604 -0.497
H 7.756 -0.821 -0.287
H 6.780 -0.078 1.878
H 6.213 -1.692 1.444
H 4.717 0.912 0.966
H 4.338 -0.263 2.243
H -0.810 -3.051 -0.612
H -3.253 -2.869 -0.699
H -5.264 1.961 0.625
H -7.204 1.695 -0.912
H -6.637 0.082 -1.358
H -5.681 1.508 -1.789
H -7.366 0.968 1.517
H -6.797 -0.646 1.075
H -5.954 0.278 2.327
H -0.896 1.751 0.835

Forces on atoms 1 to 2 (eV/Å):
0.08 -0.18 -0.15
0.12 0.12 0.10

Results
Highest occupied orbital energy: -7.95 eV
Total energy: -31311.0520 eV
LUMO energy: 0.131 eV
Energy relative to the best compared isomer or geometry (same formula, charge and spin): 0.000 eV
Charge: 0
SMILES: CCCCn1c(C2CCCCC2)nc2cc3[nH]c(=O)c(C(C)C)nc3cc21

natural (NBO) atomic charge list, values in e, 5 entries:
1 C -0.60
2 C -0.40
3 C -0.40
4 C -0.21
5 N -0.39

***

(4)
Computed, not measured: a structure of composition C3H2O3Yb in a non-equilibrium geometry, with ωB97M-V with the def2-TZVPD basis set.

Atoms and positions in Å:
O 1.298 -0.103 0.531
C 0.671 0.498 1.608
C -0.555 0.784 1.610
O -0.726 -0.264 -0.284
C 0.503 -0.355 -0.488
O 1.030 -0.278 -1.660
Yb -2.797 -1.287 -1.739
H -1.425 1.229 2.065
H 1.999 -0.224 -1.643

Forces on atoms 1 to 2 (eV/Å):
0.95 0.10 1.64
5.27 -0.97 0.30

Results
Highest occupied orbital energy (spin up / spin down): -13.88 / -17.16 eV
Total energy: -40790.0665 eV
LUMO energy (spin up / spin down): -10.335 / -10.507 eV
Energy relative to the best compared isomer or geometry (same formula, charge and spin): 3.618 eV
2S+1: 3
Charge: +2

natural (NBO) atomic charge list, values in e, 5 entries:
1 O -0.45
2 C 0.29
3 C -0.04
4 O -0.78
5 C 1.01